ORCA calculation (ωB97M-V with the def2-TZVPD basis set) on a molecular structure, C61H43N4O2P2PdS5 at a distorted geometry.

Atoms and positions in Å:
Pd (-0.232, -1.255, -0.107)
O (-3.167, -2.015, 0.761)
S (-2.286, -2.128, -0.399)
C (-2.232, -3.815, -0.907)
C (-3.412, -4.538, -1.062)
C (-3.309, -5.878, -1.390)
C (-2.060, -6.480, -1.533)
C (-0.896, -5.759, -1.326)
C (-0.983, -4.408, -0.995)
P (0.466, -3.397, -0.633)
C (1.336, -4.159, 0.741)
C (0.582, -4.800, 1.726)
C (1.189, -5.237, 2.893)
C (2.550, -5.034, 3.085)
C (3.305, -4.396, 2.109)
C (2.702, -3.952, 0.942)
C (1.472, -3.431, -2.126)
C (1.129, -2.550, -3.155)
C (1.829, -2.567, -4.349)
C (2.882, -3.459, -4.522)
C (3.216, -4.348, -3.510)
C (2.510, -4.343, -2.315)
C (-2.995, -1.152, -1.712)
C (-3.798, -1.650, -2.721)
C (-4.427, -0.748, -3.575)
C (-4.277, 0.616, -3.386)
C (-3.469, 1.103, -2.363)
C (-2.790, 0.223, -1.535)
P (-1.639, 0.692, -0.211)
C (-2.563, 1.230, 1.226)
C (-1.897, 1.325, 2.451)
C (-2.608, 1.659, 3.592)
C (-3.976, 1.886, 3.520)
C (-4.641, 1.782, 2.305)
C (-3.939, 1.448, 1.158)
C (-0.581, 2.144, -0.750)
C (-0.993, 3.595, -0.427)
C (-0.609, 4.944, -2.645)
C (0.719, 4.260, -2.821)
C (0.700, 2.744, -2.881)
C (0.139, 1.872, -2.042)
H (-4.376, -4.072, -0.908)
H (-4.208, -6.464, -1.527)
H (-2.000, -7.531, -1.783)
H (0.069, -6.245, -1.403)
H (-0.481, -4.965, 1.586)
H (0.603, -5.745, 3.647)
H (3.024, -5.383, 3.993)
H (4.368, -4.253, 2.253)
H (3.301, -3.449, 0.193)
H (0.300, -1.861, -3.021)
H (1.553, -1.895, -5.151)
H (3.432, -3.472, -5.453)
H (4.019, -5.058, -3.655)
H (2.760, -5.061, -1.545)
H (-3.937, -2.712, -2.860)
H (-5.051, -1.119, -4.376)
H (-4.795, 1.308, -4.037)
H (-3.384, 2.169, -2.205)
H (-0.832, 1.137, 2.507)
H (-2.093, 1.738, 4.541)
H (-4.529, 2.138, 4.415)
H (-5.707, 1.952, 2.253)
H (-4.467, 1.351, 0.218)
H (-1.781, 3.531, 0.327)
H (-0.596, 5.995, -2.918)
H (1.148, 4.617, -3.758)
H (1.218, 2.321, -3.735)
H (0.264, 0.816, -2.269)
S (5.199, -0.636, 5.283)
N (3.652, -1.036, 5.476)
C (3.101, -1.021, 4.272)
C (1.715, -1.315, 3.967)
C (0.783, -1.666, 4.948)
C (-0.514, -1.926, 4.572)
C (-0.849, -1.839, 3.221)
N (0.030, -1.518, 2.285)
C (1.295, -1.248, 2.635)
C (2.243, -0.876, 1.558)
N (1.818, -0.830, 0.272)
C (2.679, -0.523, -0.696)
C (4.022, -0.264, -0.459)
C (4.480, -0.304, 0.839)
C (3.583, -0.603, 1.863)
C (4.004, -0.672, 3.249)
N (5.231, -0.425, 3.686)
H (1.099, -1.720, 5.981)
H (-1.266, -2.199, 5.299)
H (-1.860, -2.038, 2.882)
H (2.285, -0.509, -1.703)
H (4.683, -0.054, -1.289)
H (5.518, -0.119, 1.085)
O (0.377, 2.203, 0.378)
C (0.350, 3.667, 0.349)
C (0.338, 4.350, 1.681)
C (1.376, 4.585, 2.552)
C (0.967, 5.236, 3.737)
C (-0.369, 5.514, 3.734)
S (-1.130, 4.979, 2.317)
C (1.594, 4.042, -0.443)
C (1.700, 4.804, -1.710)
C (3.128, 4.784, -2.129)
C (3.932, 4.087, -1.331)
S (3.028, 3.377, -0.007)
C (-1.437, 4.605, -1.445)
C (-1.924, 4.253, -2.850)
C (-3.076, 5.121, -3.203)
C (-3.401, 6.012, -2.272)
S (-2.470, 5.927, -0.783)
H (2.405, 4.308, 2.379)
H (1.633, 5.504, 4.542)
H (-0.942, 6.026, 4.490)
H (1.397, 5.847, -1.524)
H (3.464, 5.315, -3.010)
H (4.997, 3.929, -1.396)
H (-1.887, 3.236, -3.214)
H (-3.583, 5.042, -4.154)
H (-4.167, 6.769, -2.349)

Its strongest force on any atom is 1.6 eV Å⁻¹. As for the charge: +3. The molar mass is 1192.74 g/mol. Its total energy is -5520.50753 hartree. Its highest occupied orbital energy is -14.328 eV. As for the frontier orbital gap: 5.688 eV.

Atomic partial charges in e from the Mulliken method, atoms 1 to 8: number 1, Pd, carries 0.006; number 2, O, carries -0.861; number 3, S, carries 1.966; number 4, C, carries 0.511; number 5, C, carries -0.525; number 6, C, carries -0.913; number 7, C, carries -0.804; number 8, C, carries -0.450